{"formula": "C47H100Br12O29S12", "method": "ωB97M-V with the def2-TZVPD basis set", "symbols": ["Br", "Br", "Br", "Br", "Br", "Br", "Br", "Br", "Br", "Br", "Br", "Br", "S", "S", "S", "S", "S", "S", "S", "S", "S", "S", "S", "S", "O", "O", "O", "O", "O", "O", "O", "O", "O", "O", "O", "O", "O", "O", "O", "O", "O", "O", "O", "O", "O", "O", "O", "O", "O", "O", "O", "O", "O", "C", "C", "C", "C", "C", "C", "C", "C", "C", "C", "C", "C", "C", "C", "C", "C", "C", "C", "C", "C", "C", "C", "C", "C", "C", "C", "C", "C", "C", "C", "C", "C", "C", "C", "C", "C", "C", "C", "C", "C", "C", "C", "C", "C", "C", "C", "C", "H", "H", "H", "H", "H", "H", "H", "H", "H", "H", "H", "H", "H", "H", "H", "H", "H", "H", "H", "H", "H", "H", "H", "H", "H", "H", "H", "H", "H", "H", "H", "H", "H", "H", "H", "H", "H", "H", "H", "H", "H", "H", "H", "H", "H", "H", "H", "H", "H", "H", "H", "H", "H", "H", "H", "H", "H", "H", "H", "H", "H", "H", "H", "H", "H", "H", "H", "H", "H", "H", "H", "H", "H", "H", "H", "H", "H", "H", "H", "H", "H", "H", "H", "H", "H", "H", "H", "H", "H", "H", "H", "H", "H", "H", "H", "H", "H", "H", "H", "H"], "coordinates": [[-8.227, -6.670, 24.929], [-4.081, -15.331, 26.681], [-7.222, -5.282, 22.219], [-12.170, -11.300, 27.268], [-11.911, -12.791, 24.532], [-10.245, -10.017, 25.073], [-3.742, -18.038, 25.169], [-1.741, -15.557, 24.681], [-10.006, -7.074, 22.273], [-8.901, -13.751, 26.102], [-6.973, -15.816, 24.523], [-8.798, -16.871, 26.874], [-2.781, -10.894, 23.324], [-4.698, -15.402, 20.926], [-6.340, -11.080, 19.540], [-6.829, -14.847, 30.907], [-4.838, -8.027, 29.237], [-10.670, -11.370, 30.653], [-10.116, -19.301, 29.647], [-13.473, -16.006, 26.109], [-2.818, -12.064, 28.525], [-3.371, -21.811, 23.533], [-9.213, -18.676, 21.153], [-9.953, -21.929, 24.593], [-14.536, -15.257, 25.473], [-11.027, -19.410, 30.746], [-4.203, -6.793, 28.947], [-11.739, -10.555, 30.223], [-4.193, -12.042, 28.059], [-1.910, -10.682, 24.444], [-2.617, -12.890, 29.707], [-6.021, -12.293, 18.902], [-10.630, -18.790, 28.425], [-12.276, -16.295, 25.313], [-8.982, -17.601, 20.192], [-9.538, -20.797, 29.486], [-2.116, -11.295, 22.094], [-6.373, -16.012, 30.219], [-7.234, -11.304, 20.805], [-4.248, -8.866, 30.247], [-4.304, -16.620, 21.561], [-5.309, -10.215, 19.997], [-10.395, -18.447, 22.086], [-3.628, -14.770, 20.022], [-8.228, -14.657, 31.283], [-9.310, -11.032, 30.330], [-10.872, -22.510, 25.578], [-10.223, -21.988, 23.168], [-3.732, -23.217, 23.474], [-8.046, -18.966, 21.978], [-10.817, -11.421, 32.262], [-3.506, -21.112, 24.762], [-5.158, -14.416, 21.853], [-4.299, -20.910, 22.272], [-9.290, -11.749, 21.665], [-9.688, -20.181, 20.383], [-11.863, -11.045, 25.361], [-9.772, -12.017, 33.033], [-10.236, -12.138, 34.450], [-7.859, -15.372, 26.217], [-5.218, -9.879, 23.524], [-8.101, -20.286, 25.603], [-9.714, -23.056, 29.056], [-6.591, -7.631, 29.509], [-13.015, -15.164, 27.644], [-13.649, -17.454, 28.317], [-1.607, -12.620, 27.222], [-2.430, -14.154, 20.531], [-5.737, -14.484, 32.392], [-3.786, -9.441, 23.104], [-8.651, -18.475, 30.083], [-8.194, -6.765, 23.021], [-6.580, -9.024, 27.509], [-10.296, -17.477, 23.266], [-5.876, -15.675, 19.617], [-2.120, -21.659, 21.302], [-9.569, -20.310, 25.153], [-14.025, -17.494, 26.807], [-5.073, -8.934, 27.588], [-4.125, -12.010, 23.877], [-2.029, -13.378, 19.352], [-7.399, -10.093, 18.596], [-10.588, -16.081, 22.894], [-6.283, -13.398, 30.035], [-8.236, -12.368, 20.841], [-11.041, -13.079, 30.211], [-4.868, -13.276, 31.983], [-3.488, -16.124, 25.075], [-3.221, -20.563, 21.221], [-10.486, -21.776, 29.016], [-0.450, -11.612, 27.293], [-1.993, -10.504, 28.795], [-0.565, -10.803, 28.611], [-5.182, -11.045, 24.486], [-12.642, -16.298, 28.581], [-7.373, -21.407, 24.735], [-5.789, -12.383, 31.078], [-8.287, -22.603, 24.777], [-7.154, -7.692, 28.100], [-1.806, -21.788, 22.775], [-12.203, -14.405, 27.365], [-4.412, -12.687, 32.836], [-13.955, -14.676, 27.927], [-8.844, -11.538, 32.864], [-8.758, -20.525, 19.902], [-15.127, -17.505, 26.572], [-5.752, -10.232, 22.628], [-8.818, -22.893, 28.470], [0.414, -12.207, 27.131], [-1.871, -15.056, 20.726], [-2.131, -12.602, 26.270], [-6.425, -21.702, 25.270], [-12.665, -10.399, 25.118], [-5.115, -21.600, 21.996], [-7.954, -23.354, 24.090], [-1.270, -21.413, 20.671], [-11.842, -13.407, 30.745], [-8.239, -7.614, 27.995], [-6.652, -12.086, 31.729], [-10.558, -20.002, 19.619], [-2.043, -14.028, 18.480], [-9.559, -12.990, 32.624], [-10.264, -20.001, 25.917], [-3.686, -9.160, 22.047], [-8.279, -18.950, 31.013], [-8.069, -20.462, 26.686], [-10.315, -11.221, 34.975], [-1.170, -21.019, 23.260], [-4.579, -9.911, 27.482], [-7.113, -21.043, 23.729], [-6.195, -11.557, 24.488], [-6.915, -6.868, 27.480], [-9.449, -12.751, 34.840], [-2.659, -19.685, 21.639], [-11.585, -16.631, 28.419], [-11.386, -21.635, 29.591], [-6.696, -16.085, 20.184], [-9.296, -17.527, 23.721], [-11.271, -12.955, 29.130], [-6.751, -9.830, 17.679], [-11.212, -12.624, 34.408], [-2.691, -13.498, 21.370], [-9.373, -23.217, 30.081], [-2.683, -12.514, 19.264], [-6.144, -14.689, 19.274], [-7.037, -9.882, 28.137], [-7.648, -19.279, 25.496], [-9.224, -11.734, 22.776], [-10.093, -20.801, 21.144], [-9.716, -19.666, 24.308], [0.151, -9.987, 28.562], [-6.896, -9.061, 26.424], [-1.024, -12.938, 19.554], [-4.248, -15.858, 24.364], [-10.253, -23.905, 28.619], [-3.682, -20.416, 20.202], [-10.831, -21.583, 27.925], [-8.574, -12.533, 19.800], [-7.700, -7.743, 22.810], [-9.510, -10.698, 21.409], [-13.581, -18.382, 26.330], [-0.596, -10.896, 26.396], [-3.349, -8.667, 23.807], [-7.062, -15.180, 26.911], [-4.740, -8.217, 26.800], [-12.669, -16.013, 29.665], [-10.175, -13.692, 30.455], [-8.278, -23.002, 25.801], [-4.119, -13.661, 31.339], [-7.800, -13.277, 21.244], [-6.940, -12.867, 29.373], [-10.013, -15.568, 22.116], [-4.877, -20.066, 22.698], [-13.286, -18.418, 28.593], [-6.462, -14.244, 33.127], [-2.409, -22.617, 21.004], [-6.941, -8.463, 30.181], [-11.130, -17.880, 23.859], [-2.241, -10.034, 29.685], [-5.831, -9.032, 23.996], [-8.351, -10.528, 18.417], [-11.602, -15.886, 22.633], [-7.916, -18.706, 29.274], [-1.231, -13.560, 27.573], [-6.701, -6.602, 29.848], [-1.387, -22.752, 23.001], [-4.589, -12.559, 23.050], [-4.875, -10.830, 25.552], [-5.403, -13.700, 29.423], [-2.400, -9.728, 28.075], [-10.363, -15.568, 23.867], [-5.296, -11.476, 30.716], [-5.278, -15.444, 32.644], [-7.593, -9.284, 19.206], [-14.595, -17.221, 28.830], [-3.705, -12.715, 24.540], [-10.225, -12.250, 21.461], [-0.261, -11.396, 29.464], [-8.857, -17.446, 30.146], [-5.550, -16.405, 18.856]], "lowdin_charge": [0.6243, 0.6576, 0.5838, 0.6761, 0.6167, 0.5670, 0.6450, 0.6590, 0.5221, 0.5839, 0.6589, 0.7543, 0.6789, 0.5168, 0.5067, 0.6883, 0.6686, 0.5617, 0.5507, 0.6390, 0.6944, 0.6224, 0.5309, 0.7097, -0.3354, -0.2720, -0.3168, -0.3182, -0.3599, -0.3282, -0.3219, -0.2435, -0.3419, -0.3602, -0.3086, -0.2724, -0.3208, -0.3231, -0.2836, -0.3277, -0.2854, -0.2618, -0.2658, -0.2852, -0.3522, -0.2868, -0.3432, -0.3242, -0.3273, -0.3192, -0.2453, -0.3751, -0.3144, -0.2266, -0.0882, -0.1203, -1.5225, -0.2877, -0.0410, -1.5541, -0.2199, -0.1758, -0.0615, -0.2050, -0.2360, -0.1803, -0.2169, -0.2357, -0.1744, -0.2040, -0.1389, -1.6004, -0.2355, -0.2030, -0.0826, -0.2195, -0.2406, -0.2348, -0.2084, -0.1865, -0.0656, -0.1128, -0.0998, -0.2489, -0.2146, -0.0960, -0.1936, -1.6877, -0.1830, -0.2704, -0.1913, -0.2538, -0.2183, -0.2019, -0.2207, -0.1930, -0.1869, -0.2240, -0.2713, -0.2569, 0.0786, 0.1399, 0.1100, 0.0980, 0.0831, 0.1220, 0.0900, 0.0691, 0.0990, 0.1259, 0.0538, 0.1276, -0.0411, 0.1033, 0.1057, 0.1174, 0.0383, 0.1095, 0.1112, 0.1209, 0.0904, 0.0887, 0.0885, 0.0979, 0.1000, 0.1057, 0.0706, 0.1254, 0.0465, 0.1037, 0.1341, 0.0544, 0.0780, 0.1271, 0.0825, 0.1084, 0.0484, 0.0662, -0.0006, 0.1254, 0.0937, 0.0996, 0.0854, 0.0847, 0.0403, 0.1475, 0.0819, 0.0453, 0.0193, 0.0592, 0.1240, 0.0854, 0.1034, -0.1149, 0.0940, 0.1320, 0.1250, 0.1293, -0.0346, 0.0849, 0.1136, 0.1230, 0.1235, -0.0798, 0.1162, 0.1253, 0.0458, 0.1023, 0.0648, 0.1193, 0.0968, 0.0843, 0.0933, 0.0879, 0.0712, 0.0924, 0.1220, 0.1177, 0.0678, 0.1156, 0.0640, 0.0738, 0.0806, 0.0840, 0.1097, 0.1015, 0.0823, 0.1021, 0.0835, 0.1304, 0.0554, 0.1023, 0.1014, 0.0395, 0.1194, 0.0552, 0.0709, 0.1147, 0.0347, 0.0966], "orbital_gap_ev": 9.27, "lumo_ha": -0.02449}